[1]
Here is the molecule C2H4N4O from the Open Molecules 2025 dataset. Energies are from the ωB97M-V functional and the def2-TZVPD basis.

Summary:
Frontier orbital gap ... 10.1 eV
E_LUMO ... 0.48 eV
Structure (SMILES) ... Nn1cnc(O)n1
Energy relative to the best compared isomer or geometry (same formula, charge and spin) ... 73.74 kcal/mol
Multiplicity ... 1

Positions of all 11 atoms, in Å:
N  2.09  -0.31  0.04
N  0.60  -0.05  -0.15
C  0.29  1.18  0.07
N  -1.14  1.31  0.02
C  -1.46  0.05  0.12
O  -2.73  -0.36  0.04
N  -0.48  -0.84  0.11
H  2.35  -1.01  -0.72
H  2.09  -0.64  1.12
H  1.00  1.93  -0.17
H  -2.61  -1.27  -0.48

***

[2]
Here is the ion C3H10NO with charge +1 from the Open Molecules 2025 dataset. Energies are from the ωB97M-V functional and the def2-TZVPD basis.

Summary:
Frontier orbital gap ... 11.5 eV
Charge ... +1
E_LUMO ... -3.50 eV
Structure (SMILES) ... C[NH2+]CCO
Energy relative to the best compared isomer or geometry (same formula, charge and spin) ... 44.64 kcal/mol
Multiplicity ... 1

Positions of all 15 atoms, in Å:
C  1.33  -1.64  -0.35
N  0.81  -0.24  -0.37
C  -0.39  -0.03  0.64
C  -1.41  1.10  0.30
O  -0.73  2.33  0.64
H  0.71  -2.23  -1.00
H  2.22  -1.54  -1.05
H  1.19  -2.13  0.71
H  0.54  0.02  -1.33
H  1.66  0.40  -0.20
H  0.02  0.14  1.57
H  -0.83  -1.12  0.59
H  -1.77  1.01  -0.86
H  -2.38  0.93  0.69
H  -0.98  3.00  0.03

***

[3]
Here is a structure of composition C29H24N7O5PdS3 from the Open Molecules 2025 dataset. Energies are from the ωB97M-V functional and the def2-TZVPD basis.

Summary:
Frontier orbital gap (spin up / spin down) ... 7.2 / 7.0 eV
Charge ... -1
E_LUMO (spin up / spin down) ... 2.51 / 2.51 eV
Energy relative to the best compared isomer or geometry (same formula, charge and spin) ... 10.38 kcal/mol
Multiplicity ... 1

Positions of all 69 atoms, in Å:
Pd  1.88  -0.37  -0.49
N  4.87  -0.03  2.80
C  3.77  -0.19  1.99
S  4.14  -0.32  0.30
N  2.62  -0.21  2.64
N  1.57  -0.36  1.79
C  0.37  -0.34  2.20
C  -0.04  -0.10  3.61
C  0.34  -0.97  4.62
C  -0.03  -0.71  5.93
C  -0.77  0.42  6.24
C  -1.14  1.30  5.23
C  -0.78  1.04  3.91
C  -0.69  -0.56  1.16
C  -2.03  -0.67  1.52
C  -2.97  -0.89  0.53
C  -2.57  -1.01  -0.79
C  -1.21  -0.90  -1.07
N  -0.31  -0.68  -0.13
H  5.77  -0.26  2.42
H  4.71  -0.19  3.78
H  0.93  -1.84  4.38
H  0.26  -1.40  6.72
H  -1.05  0.63  7.26
H  -1.71  2.19  5.46
H  -1.09  1.71  3.12
H  -2.32  -0.57  2.55
H  -4.02  -0.95  0.80
H  -3.27  -1.18  -1.59
H  -0.82  -1.01  -2.07
N  -3.64  4.37  -4.87
C  -3.07  4.14  -3.62
C  -3.03  2.84  -3.09
C  -2.50  2.61  -1.84
C  -2.01  3.66  -1.08
C  -2.04  4.95  -1.59
C  -2.57  5.19  -2.85
S  -1.30  3.34  0.52
O  -0.80  4.63  0.97
O  -2.32  2.71  1.32
N  -0.17  2.27  0.27
C  0.97  2.62  -0.33
S  1.51  4.26  -0.62
C  2.92  3.65  -1.40
C  2.93  2.31  -1.37
N  1.83  1.73  -0.79
H  -3.59  3.57  -5.49
H  -3.28  5.20  -5.33
H  -3.42  2.02  -3.68
H  -2.46  1.61  -1.44
H  -1.64  5.76  -1.00
H  -2.60  6.19  -3.25
H  3.68  4.30  -1.81
H  3.70  1.67  -1.77
O  0.50  -4.11  -4.02
C  0.88  -4.89  -2.97
C  0.76  -6.27  -3.06
C  1.12  -7.10  -2.01
C  1.62  -6.54  -0.84
C  1.75  -5.16  -0.76
C  1.39  -4.31  -1.80
C  1.58  -2.83  -1.60
O  1.40  -2.02  -2.52
O  1.92  -2.50  -0.42
H  0.18  -4.70  -4.71
H  0.36  -6.70  -3.98
H  1.01  -8.17  -2.11
H  1.91  -7.17  -0.01
H  2.13  -4.69  0.14

***

[4]
Here is a structure of composition C28H28F3IN4O2RuTe from the Open Molecules 2025 dataset. Energies are from the ωB97M-V functional and the def2-TZVPD basis.

Summary:
Frontier orbital gap (spin up / spin down) ... 7.6 / 5.3 eV
Charge ... +1
E_LUMO (spin up / spin down) ... -2.90 / -5.12 eV
Energy relative to the best compared isomer or geometry (same formula, charge and spin) ... 6.07 kcal/mol
<S²> ... 0.784
Multiplicity ... 2

Positions of all 68 atoms, in Å:
Ru  0.19  -1.34  0.40
C  2.47  2.73  -1.12
C  2.03  2.61  0.31
N  2.23  3.67  1.07
C  1.96  3.63  2.38
C  1.55  2.49  3.02
C  1.37  2.49  4.52
O  2.25  1.61  5.20
C  1.32  1.33  2.24
C  1.05  0.09  2.92
N  0.74  -1.01  2.31
C  0.64  -2.21  3.06
C  -0.10  -2.29  4.23
C  -0.19  -3.49  4.91
C  0.45  -4.62  4.43
C  1.18  -4.56  3.25
C  1.27  -3.36  2.57
I  2.35  -3.19  0.78
C  1.47  1.41  0.83
O  1.17  0.43  0.00
H  3.15  3.58  -1.18
H  1.64  2.96  -1.80
H  2.98  1.83  -1.46
H  2.12  4.55  2.93
H  0.36  2.16  4.79
H  1.47  3.52  4.88
H  3.15  1.96  5.12
H  1.22  0.06  3.99
H  -0.63  -1.41  4.59
H  -0.76  -3.55  5.83
H  0.38  -5.56  4.96
H  1.68  -5.44  2.86
F  -2.43  -0.27  -0.27
C  -1.56  -0.46  0.79
F  -2.29  -1.27  1.65
F  -1.50  0.75  1.40
C  -3.78  -4.62  -1.58
C  -2.43  -4.00  -1.66
C  -1.36  -4.24  -2.50
C  -0.34  -3.37  -2.08
N  -0.77  -2.63  -1.05
N  -2.04  -3.03  -0.82
C  1.01  -3.20  -2.69
H  -4.03  -5.09  -2.53
H  -4.54  -3.88  -1.35
H  -3.80  -5.39  -0.80
H  -1.32  -4.94  -3.31
H  -2.58  -2.59  -0.09
H  1.47  -4.17  -2.88
H  1.66  -2.62  -2.04
H  0.94  -2.68  -3.64
C  -0.02  1.52  -4.29
Te  0.30  0.52  -2.42
C  -0.92  2.07  -1.65
C  -0.90  3.18  -2.66
C  -1.31  4.46  -2.31
C  -1.30  5.47  -3.26
C  -0.87  5.21  -4.55
C  -0.46  3.93  -4.90
C  -0.47  2.91  -3.96
H  -0.77  0.96  -4.85
H  0.90  1.50  -4.88
H  -0.53  2.35  -0.67
H  -1.92  1.65  -1.51
H  -1.63  4.67  -1.30
H  -1.61  6.47  -2.98
H  -0.86  6.00  -5.29
H  -0.12  3.73  -5.91

***

Number 1: total energy -10143.9371 eV. Number 2: total energy -6802.3750 eV. Number 3: total energy -87119.2163 eV. Number 4: total energy -65667.5642 eV.